(1)
Molecular formula: C39H36AsGeN4O3S4W
Method: DFT, ωB97M-V/def2-TZVPD

Computed properties:
- F_max: 8.4 eV/Å
- HOMO level: -11.0 eV
- Lowest unoccupied orbital energy: -4.5718 eV
- Molecular weight: 1068.38 g/mol

```
! wB97M-V def2-TZVPD RIJCOSX def2/J DEFGRID3
* xyz 1 1
W 0.88 0.28 -0.97
N -2.32 2.49 -2.19
N -3.44 1.89 -1.65
C -3.34 0.87 -0.79
N -4.48 0.36 -0.32
S -1.88 0.18 -0.22
H -2.34 3.49 -2.03
H -2.27 2.31 -3.18
H -4.36 2.18 -1.96
H -5.38 0.71 -0.58
H -4.42 -0.41 0.33
S 5.40 0.53 0.04
C 3.88 0.74 -0.25
N 2.72 0.90 -0.44
O 2.04 0.06 -2.63
S 0.92 0.78 -3.31
O -0.24 0.19 -2.50
O 0.78 0.70 -4.72
S 1.03 2.55 -2.48
C 3.60 3.04 4.03
C 3.45 1.77 3.50
C 2.57 1.56 2.45
C 1.83 2.61 1.91
C 1.99 3.88 2.45
C 2.87 4.10 3.49
As 0.36 2.13 0.65
C -0.83 1.97 2.26
C -1.07 0.73 2.83
C -1.75 0.61 4.03
C -2.19 1.75 4.68
C -1.94 3.00 4.14
C -1.25 3.11 2.94
C -0.19 3.93 0.08
C -1.55 4.23 0.00
C -1.97 5.45 -0.50
C -1.03 6.38 -0.92
C 0.32 6.08 -0.86
C 0.74 4.85 -0.37
H 4.27 3.21 4.86
H 4.00 0.94 3.92
H 2.45 0.56 2.04
H 1.41 4.71 2.05
H 2.98 5.09 3.90
H -0.72 -0.17 2.32
H -1.91 -0.36 4.47
H -2.73 1.67 5.62
H -2.26 3.90 4.65
H -1.03 4.09 2.54
H -2.27 3.50 0.36
H -3.02 5.68 -0.56
H -1.36 7.34 -1.30
H 1.06 6.81 -1.19
H 1.80 4.61 -0.35
C 0.79 -0.83 0.67
Ge 0.32 -2.29 -0.54
C 1.21 -3.91 0.20
C 1.44 -4.99 -0.64
C 2.02 -6.15 -0.15
C 2.38 -6.24 1.19
C 2.14 -5.17 2.03
C 1.55 -4.01 1.54
C -1.53 -3.02 -0.73
C -2.41 -2.93 0.35
C -3.66 -3.53 0.31
C -4.05 -4.25 -0.81
C -3.17 -4.40 -1.87
C -1.91 -3.81 -1.82
C 1.10 -2.42 -2.39
C 0.37 -2.38 -3.57
C 0.98 -2.61 -4.80
C 2.33 -2.91 -4.85
C 3.07 -2.96 -3.68
C 2.46 -2.72 -2.47
H 1.25 -1.25 1.55
H 1.17 -4.93 -1.69
H 2.20 -6.99 -0.81
H 2.84 -7.14 1.57
H 2.40 -5.24 3.08
H 1.35 -3.19 2.22
H -2.11 -2.38 1.23
H -4.32 -3.46 1.17
H -5.03 -4.70 -0.85
H -3.46 -4.98 -2.73
H -1.23 -3.98 -2.63
H -0.69 -2.15 -3.55
H 0.39 -2.55 -5.70
H 2.80 -3.09 -5.81
H 4.13 -3.19 -3.72
H 3.05 -2.77 -1.55
*
```

(2)
Molecular formula: C4H6O2
Method: DFT, ωB97M-V/def2-TZVPD

Computed properties:
- F_max: 1.3 eV/Å
- HOMO level: -10.0 eV
- Lowest unoccupied orbital energy: 0.8172 eV
- Molecular weight: 86.09 g/mol
- Structure (SMILES): O=C1CC[C@@H]1O

```
! wB97M-V def2-TZVPD RIJCOSX def2/J DEFGRID3
* xyz 0 1
O -0.20 1.62 1.40
C 0.37 0.66 0.58
C 0.05 -0.92 0.58
C 0.03 -0.89 -0.98
C -0.17 0.61 -0.82
O -0.90 1.41 -1.34
H -0.82 2.09 0.81
H 1.47 0.71 0.67
H 0.85 -1.50 1.03
H -0.91 -1.23 1.00
H -0.77 -1.41 -1.52
H 1.00 -1.15 -1.40
*
```

(3)
Molecular formula: C32H65BCl28O6S
Method: DFT, ωB97M-V/def2-TZVPD

Computed properties:
- F_max: 5.1 eV/Å
- HOMO level: -9.8 eV
- Lowest unoccupied orbital energy: 0.3272 eV
- Molecular weight: 1581.43 g/mol

```
! wB97M-V def2-TZVPD RIJCOSX def2/J DEFGRID3
* xyz 0 1
O 4.12 1.24 7.00
S 2.90 1.78 6.22
O 2.33 0.47 5.30
C 0.95 0.67 4.88
C 0.74 1.76 3.70
C 2.07 2.55 3.27
O 1.85 3.39 2.09
B 2.30 2.69 0.89
O 1.32 2.35 -0.15
O 3.68 2.26 0.68
C 2.42 3.59 4.48
O 3.57 2.98 5.20
H 0.59 -0.35 4.45
H 0.23 0.89 5.76
H -0.06 2.55 3.97
H 0.36 1.20 2.76
H 2.93 1.80 3.15
H 0.85 1.52 0.11
H 4.21 3.05 0.97
H 2.70 4.65 4.07
H 1.58 3.65 5.26
Cl -1.24 7.58 2.32
C -0.49 7.63 3.94
C 1.03 7.67 3.85
Cl 1.69 6.13 3.24
H -0.84 6.77 4.50
H -0.85 8.54 4.43
H 1.45 7.83 4.84
H 1.37 8.47 3.20
Cl -6.58 7.94 0.82
C -5.29 6.71 0.80
C -5.55 5.61 1.81
Cl -5.40 6.17 3.49
H -4.34 7.22 0.99
H -5.26 6.30 -0.21
H -4.81 4.81 1.68
H -6.54 5.17 1.68
Cl -0.14 -0.91 0.55
C 0.84 -1.72 -0.70
C 2.24 -2.03 -0.22
Cl 3.21 -0.56 0.03
H 0.85 -1.08 -1.58
H 0.32 -2.64 -0.96
H 2.76 -2.64 -0.96
H 2.22 -2.59 0.73
Cl 2.58 8.55 7.08
C 1.67 7.66 8.33
C 1.79 6.15 8.16
Cl 0.95 5.57 6.70
H 0.63 7.98 8.29
H 2.09 7.95 9.29
H 1.34 5.65 9.01
H 2.84 5.84 8.09
Cl -5.53 9.73 -2.42
C -7.03 10.59 -2.00
C -7.06 11.99 -2.59
Cl -5.87 13.07 -1.83
H -7.11 10.61 -0.91
H -7.86 10.00 -2.39
H -8.05 12.44 -2.42
H -6.87 11.98 -3.66
Cl 1.27 -2.90 -4.13
C 2.54 -4.15 -4.21
C 2.27 -5.29 -3.25
Cl 2.45 -4.79 -1.55
H 3.50 -3.67 -4.01
H 2.55 -4.53 -5.24
H 3.00 -6.09 -3.42
H 1.27 -5.71 -3.37
Cl 5.40 -3.14 -6.60
C 6.85 -3.00 -5.57
C 6.67 -3.68 -4.23
Cl 5.48 -2.84 -3.20
H 7.07 -1.94 -5.45
H 7.67 -3.47 -6.12
H 7.61 -3.69 -3.69
H 6.34 -4.72 -4.35
Cl -2.53 -6.99 -0.21
C -1.11 -8.07 -0.26
C 0.02 -7.49 -1.10
Cl -0.38 -7.45 -2.83
H -1.43 -9.04 -0.64
H -0.77 -8.20 0.77
H 0.91 -8.12 -1.00
H 0.28 -6.48 -0.78
Cl 4.10 -5.90 -7.44
C 4.46 -6.56 -9.05
C 5.13 -5.54 -9.95
Cl 4.02 -4.22 -10.41
H 3.53 -6.93 -9.48
H 5.13 -7.41 -8.90
H 5.45 -6.02 -10.88
H 6.01 -5.09 -9.47
Cl -0.48 11.05 -2.13
C -0.53 9.32 -2.53
C -1.80 8.65 -2.03
Cl -1.85 8.55 -0.25
H 0.36 8.84 -2.11
H -0.48 9.24 -3.62
H -1.85 7.63 -2.41
H -2.69 9.19 -2.36
Cl -1.97 -4.55 -3.85
C -3.60 -5.16 -3.50
C -4.64 -4.05 -3.48
Cl -4.42 -2.96 -2.09
H -3.57 -5.70 -2.55
H -3.84 -5.88 -4.29
H -5.64 -4.48 -3.40
H -4.60 -3.45 -4.39
Cl -0.92 5.79 -3.33
C -0.75 4.26 -2.44
C -1.73 3.20 -2.93
Cl -3.41 3.61 -2.51
H -0.88 4.47 -1.38
H 0.27 3.91 -2.60
H -1.51 2.25 -2.45
H -1.67 3.07 -4.01
Cl -3.53 -10.80 1.39
C -2.53 -12.27 1.49
C -1.05 -11.95 1.49
Cl -0.50 -11.33 -0.09
H -2.81 -12.93 0.66
H -2.80 -12.77 2.43
H -0.48 -12.86 1.69
H -0.79 -11.22 2.25
Cl -2.63 -10.47 4.33
C -1.86 -10.48 5.93
C -0.34 -10.47 5.84
Cl 0.30 -12.00 5.18
H -2.22 -11.36 6.48
H -2.20 -9.59 6.46
H 0.09 -10.34 6.83
H 0.01 -9.65 5.21
*
```

(4)
Molecular formula: C32H54BN3OPSbSe4Tc
Method: DFT, ωB97M-V/def2-TZVPD

Computed properties:
- F_max: 1.2 eV/Å
- HOMO level: -9.8 eV
- Lowest unoccupied orbital energy: -4.2528 eV
- Molecular weight: 1074.19 g/mol

```
! wB97M-V def2-TZVPD RIJCOSX def2/J DEFGRID3
* xyz 1 1
Tc 0.99 0.07 0.46
Se 3.24 3.00 2.09
Sb 4.85 2.19 4.17
Se 2.25 0.92 2.50
Se 4.32 -0.16 2.75
Se 3.30 2.01 5.93
C -1.59 2.69 4.76
C -0.51 1.75 4.21
C -0.57 0.38 4.88
C -0.62 1.74 2.72
C -0.28 2.99 2.06
C 0.17 1.85 -0.36
C 0.69 2.56 -1.62
C 1.94 3.37 -1.32
C -0.34 3.49 -2.27
C -0.90 0.84 -0.47
C -1.57 0.41 0.69
C -1.12 0.64 2.04
C -2.88 -0.36 0.63
C -3.11 -1.42 1.71
C -3.99 0.70 0.75
C -1.34 0.41 -1.84
C -2.46 1.01 -2.42
C -2.82 0.71 -3.72
C -2.04 -0.17 -4.46
C -0.93 -0.77 -3.89
C -0.58 -0.51 -2.56
P 0.75 -1.35 -1.65
C 0.05 -3.10 -1.40
C -1.04 -2.99 -0.34
C 1.14 -4.04 -0.90
C -0.64 -3.73 -2.62
C 2.24 -1.50 -2.83
C 2.16 -2.62 -3.88
C 2.40 -0.21 -3.66
C 3.51 -1.81 -2.01
H -1.46 2.79 5.84
H -2.59 2.30 4.57
H -1.52 3.69 4.33
H 0.47 2.19 4.44
H -1.57 -0.06 4.82
H -0.32 0.49 5.93
H 0.16 -0.31 4.44
H 0.37 3.70 2.56
H 0.93 1.77 -2.33
H 1.69 4.26 -0.73
H 2.39 3.72 -2.25
H 2.70 2.82 -0.76
H -0.88 4.09 -1.54
H -1.07 2.95 -2.87
H 0.17 4.19 -2.94
H -1.43 -0.16 2.70
H -2.97 -0.82 -0.36
H -3.40 -0.95 2.65
H -2.24 -2.05 1.89
H -3.93 -2.06 1.41
H -3.98 1.14 1.75
H -4.96 0.21 0.61
H -3.90 1.51 0.04
H -3.03 1.75 -1.86
H -3.68 1.18 -4.17
H -2.30 -0.39 -5.49
H -0.35 -1.47 -4.48
H -0.67 -2.55 0.57
H -1.42 -3.99 -0.11
H -1.88 -2.41 -0.71
H 1.72 -3.62 -0.08
H 1.84 -4.34 -1.68
H 0.67 -4.96 -0.53
H -1.49 -3.14 -2.96
H -1.04 -4.70 -2.30
H 0.01 -3.93 -3.46
H 1.30 -2.53 -4.54
H 2.18 -3.62 -3.45
H 3.05 -2.52 -4.50
H 1.69 -0.20 -4.49
H 3.40 -0.20 -4.09
H 2.26 0.73 -3.13
H 3.46 -2.81 -1.57
H 3.72 -1.11 -1.20
H 4.36 -1.79 -2.69
B -2.64 4.14 0.72
C -1.31 3.43 1.00
N -0.22 2.89 0.61
H -3.08 3.86 -0.36
H -3.38 4.06 1.67
H -2.11 5.24 0.71
C 2.57 0.52 -0.39
H 3.50 0.72 0.17
H 2.73 0.69 -1.45
N 0.71 -3.23 3.43
C 1.37 -2.61 2.43
N 2.62 -3.04 2.14
O 0.80 -1.73 1.75
H 1.16 -3.87 4.05
H -0.19 -2.87 3.68
H 3.14 -3.55 2.83
H 3.18 -2.40 1.59
*
```

Question: molecular weight of number 3 (C32H65BCl28O6S)?
Answer: 1581.43 g/mol

Question: The lowest molecular weight belongs to which entry?
Answer: C4H6O2

Question: Look up the HOMO level of the fourth one.
Answer: -9.8 eV

Question: Which of these has the lowest HOMO level?
Answer: C39H36AsGeN4O3S4W